No. 1
DFT (ωB97M-V/def2-TZVPD) results for a structure of composition C43H35AsF5IMoN3O2S2 at a distorted geometry.

Geometry as XYZ:
```
93
C43H35AsF5IMoN3O2S2, DFT ωB97M-V/def2-TZVPD
Mo 0.543 -1.438 -0.372
C -5.000 1.121 5.965
C -4.272 0.527 4.786
C -4.144 -0.855 4.649
C -3.482 -1.407 3.565
C -2.930 -0.556 2.614
C -3.040 0.827 2.723
C -3.711 1.355 3.811
S -2.134 -1.244 1.222
O -2.284 -0.314 0.132
O -2.588 -2.598 1.029
N -0.499 -1.257 1.483
C 0.029 -2.419 2.067
C -0.292 -3.025 3.267
C 0.355 -4.210 3.563
C 1.271 -4.747 2.663
C 1.543 -4.067 1.496
N 0.940 -2.904 1.225
H -5.639 0.384 6.449
H -5.614 1.968 5.657
H -4.286 1.484 6.708
H -4.582 -1.509 5.396
H -3.423 -2.482 3.430
H -2.623 1.474 1.959
H -3.817 2.431 3.898
H -1.022 -2.581 3.930
H 0.140 -4.723 4.493
H 1.770 -5.686 2.862
H 2.242 -4.440 0.764
C -3.112 -1.115 -5.586
C -2.211 -1.041 -4.389
C -1.182 -0.111 -4.299
C -0.372 -0.080 -3.185
N -0.539 -0.918 -2.160
C -1.537 -1.823 -2.234
C -2.380 -1.912 -3.311
H -2.665 -0.636 -6.457
H -4.058 -0.612 -5.370
H -3.343 -2.152 -5.832
H -0.995 0.588 -5.105
H 0.441 0.622 -3.113
H -1.663 -2.497 -1.395
H -3.154 -2.669 -3.321
C -3.030 4.353 0.074
C -1.923 4.523 0.894
C -0.892 3.590 0.883
C -0.973 2.474 0.057
C -2.082 2.311 -0.771
C -3.105 3.246 -0.763
As 0.546 1.249 -0.051
C 1.493 1.773 1.582
C 0.974 1.366 2.811
C 1.606 1.721 3.995
C 2.758 2.497 3.967
C 3.252 2.942 2.749
C 2.622 2.586 1.564
C 1.558 2.194 -1.451
C 0.859 2.946 -2.394
C 1.527 3.586 -3.428
C 2.907 3.485 -3.539
C 3.612 2.730 -2.613
C 2.943 2.082 -1.584
H -3.831 5.083 0.082
H -1.853 5.388 1.542
H -0.038 3.742 1.524
H -2.163 1.440 -1.406
H -3.962 3.110 -1.410
H 0.066 0.786 2.854
H 1.193 1.389 4.941
H 3.257 2.765 4.890
H 4.130 3.577 2.718
H 3.007 2.966 0.632
H -0.212 3.053 -2.323
H 0.965 4.169 -4.148
H 3.431 3.993 -4.340
H 4.690 2.640 -2.689
H 3.526 1.502 -0.887
F 5.994 -2.951 -4.841
C 4.874 -3.061 -4.140
C 4.085 -1.956 -3.910
F 4.445 -0.762 -4.379
C 2.925 -2.098 -3.181
F 2.207 -0.984 -2.952
C 2.507 -3.306 -2.651
S 1.041 -3.511 -1.705
C 3.323 -4.398 -2.902
F 3.001 -5.592 -2.407
C 4.487 -4.287 -3.635
F 5.247 -5.355 -3.854
I 4.221 -2.262 0.211
C 2.577 -0.886 0.143
H 2.924 -0.155 -0.571
H 2.601 -0.449 1.135
```

Properties
Spin multiplicity: 3
Kohn-Sham gap (alpha / beta) in eV: 6.72 / 6.88
Total charge: +1
HOMO (alpha / beta) in eV: -10.37 / -10.46
<S²>: 2.028

---

No. 2
DFT (ωB97M-V/def2-TZVPD) results for a structure of composition C43H35CaN6P2.

Geometry as XYZ:
```
87
C43H35CaN6P2, DFT ωB97M-V/def2-TZVPD
Ca -0.409 0.434 -0.509
C -4.214 0.234 -3.255
C -5.176 -0.420 -2.489
C -4.933 -0.656 -1.155
C -3.717 -0.256 -0.596
N -2.776 0.371 -1.337
C -3.045 0.606 -2.632
N -3.512 -0.369 0.772
C -2.423 -0.904 1.201
N -1.516 -1.560 0.419
C -0.314 -1.594 1.052
N 0.725 -1.892 0.336
C 1.979 -1.336 0.488
C 3.110 -2.040 0.902
C 4.330 -1.398 0.868
C 4.409 -0.082 0.414
C 3.246 0.537 0.012
N 2.048 -0.065 0.047
C -0.410 -0.915 2.384
C 0.609 -0.431 3.101
C 0.441 0.559 4.205
C -1.676 1.010 4.451
C -2.419 0.242 3.408
C -1.834 -0.566 2.524
H -4.369 0.450 -4.301
H -6.111 -0.733 -2.935
H -5.656 -1.142 -0.516
H -2.276 1.128 -3.194
H 3.007 -3.064 1.231
H 5.224 -1.918 1.186
H 5.353 0.441 0.361
H 3.260 1.557 -0.356
H 1.622 -0.718 2.846
H 1.402 0.832 4.636
H -2.342 1.623 5.054
H -3.477 0.440 3.279
C 1.895 2.711 2.195
N 0.648 3.279 1.632
P -0.710 2.232 2.016
C -2.113 3.385 2.131
C -1.978 4.721 2.505
C -3.089 5.545 2.560
C -4.347 5.043 2.249
C -4.488 3.720 1.859
C -3.373 2.896 1.788
C -0.460 1.801 3.826
C -0.651 0.151 5.241
C -0.378 0.658 6.622
C -0.076 1.920 6.928
C 0.048 3.033 5.984
C -0.111 3.007 4.658
P 0.617 3.431 -0.124
C -0.582 4.759 -0.438
C -1.826 4.378 -0.937
C -2.810 5.323 -1.183
C -2.547 6.663 -0.945
C -1.305 7.055 -0.462
C -0.326 6.109 -0.209
C 2.209 4.208 -0.529
C 2.747 3.903 -1.778
C 3.922 4.503 -2.208
C 4.577 5.404 -1.383
C 4.055 5.707 -0.131
C 2.876 5.118 0.293
H 1.940 2.936 3.260
H 2.765 3.157 1.723
H 1.967 1.628 2.061
H -0.998 5.131 2.709
H -2.974 6.584 2.841
H -5.213 5.690 2.296
H -5.462 3.328 1.596
H -3.488 1.871 1.450
H -0.879 -0.913 5.254
H -0.437 -0.068 7.423
H 0.097 2.165 7.968
H 0.300 3.990 6.426
H 0.023 3.938 4.124
H -2.040 3.328 -1.115
H -3.777 5.014 -1.557
H -3.310 7.407 -1.140
H -1.098 8.103 -0.287
H 0.639 6.431 0.159
H 2.240 3.194 -2.424
H 4.326 4.264 -3.183
H 5.497 5.869 -1.711
H 4.568 6.407 0.515
H 2.478 5.357 1.272
```

Properties
Kohn-Sham gap in eV: 7.84
Total charge: +1
HOMO in eV: -10.45

---

No. 3
DFT (ωB97M-V/def2-TZVPD) results for a structure of composition C43H35Cl2IN9O2Pb at a distorted geometry.

Geometry as XYZ:
```
93
C43H35Cl2IN9O2Pb, DFT ωB97M-V/def2-TZVPD
Pb 0.387 -0.576 0.121
C 3.990 -0.802 -2.997
C 2.760 -0.887 -2.364
N 2.623 -0.560 -1.086
C 3.702 -0.151 -0.413
C 4.930 -0.063 -1.072
N 5.070 -0.383 -2.347
C 3.520 0.247 0.998
C 4.568 0.266 1.906
C 4.318 0.608 3.233
C 3.035 1.030 3.563
C 2.036 0.962 2.603
N 2.268 0.540 1.361
C 0.628 1.290 2.905
C 0.261 2.244 3.855
N -1.008 2.497 4.135
C -1.934 1.830 3.457
C -1.586 0.940 2.453
N -0.314 0.668 2.195
C 5.356 0.420 4.263
C 6.699 0.681 4.003
C 7.633 0.434 4.997
N 7.313 -0.040 6.195
C 6.035 -0.299 6.440
C 5.023 -0.092 5.514
H 4.107 -1.053 -4.043
H 1.863 -1.216 -2.875
H 5.815 0.297 -0.562
H 5.551 -0.078 1.618
H 2.809 1.335 4.575
H 0.998 2.833 4.388
H -2.965 2.027 3.721
H -2.321 0.439 1.835
H 7.013 1.085 3.050
H 8.686 0.623 4.829
H 5.812 -0.692 7.424
H 4.004 -0.368 5.750
C -2.515 -4.487 -1.587
O -3.210 -3.320 -2.043
C -2.534 -2.245 -1.596
N -1.487 -2.465 -0.881
C -1.332 -3.920 -0.768
C 0.000 -4.383 -1.308
C 0.492 -3.853 -2.496
C 1.690 -4.309 -3.024
C 2.404 -5.302 -2.369
C 1.913 -5.839 -1.189
C 0.716 -5.379 -0.658
C -3.134 -0.953 -2.020
C -4.279 -0.986 -2.816
C -4.817 0.207 -3.260
C -4.198 1.388 -2.905
C -3.069 1.330 -2.093
N -2.551 0.183 -1.650
C -2.409 2.584 -1.683
N -1.582 2.699 -0.731
C -1.243 4.114 -0.599
C -2.007 4.778 -1.782
O -2.759 3.699 -2.359
C 0.240 4.379 -0.652
C 0.845 5.202 0.289
C 2.192 5.522 0.177
C 2.940 5.018 -0.877
C 2.344 4.179 -1.808
C 1.002 3.857 -1.692
H -2.182 -5.058 -2.453
H -3.202 -5.090 -0.995
H -1.406 -4.199 0.282
H -0.076 -3.083 -3.007
H 2.062 -3.900 -3.955
H 3.335 -5.663 -2.784
H 2.458 -6.622 -0.678
H 0.341 -5.798 0.268
H -4.719 -1.937 -3.076
H -5.701 0.215 -3.882
H -4.567 2.346 -3.241
H -1.630 4.466 0.363
H -1.333 5.179 -2.539
H -2.695 5.555 -1.454
H 0.255 5.605 1.104
H 2.652 6.182 0.901
H 3.983 5.290 -0.980
H 2.919 3.794 -2.641
H 0.530 3.201 -2.416
I 2.354 -2.591 3.018
C 1.169 -2.586 1.213
H 0.327 -3.224 1.465
H 1.783 -3.123 0.490
Cl -1.222 -2.114 4.024
C -2.293 -3.525 3.928
Cl -1.471 -4.932 3.243
H -3.140 -3.274 3.300
H -2.606 -3.787 4.932
```

Properties
Kohn-Sham gap in eV: 6.73
Total charge: +1
HOMO in eV: -9.91

---

No. 4
DFT (ωB97M-V/def2-TZVPD) results for a structure of composition C43H35N4O5TeW at a distorted geometry.

Geometry as XYZ:
```
89
C43H35N4O5TeW, DFT ωB97M-V/def2-TZVPD
W -1.906 -1.819 0.321
C 2.120 -3.524 0.487
C 1.030 -2.739 0.210
N -0.189 -3.072 0.583
C -0.376 -4.224 1.239
C 0.683 -5.097 1.535
C 1.963 -4.677 1.196
C 0.465 -6.270 2.294
C -0.872 -6.571 2.581
C -1.910 -5.654 2.356
C -1.674 -4.471 1.690
N -2.555 -3.425 1.382
C -3.958 -3.670 1.374
C -4.783 -4.329 2.283
C -6.109 -4.569 1.983
C -6.723 -4.177 0.822
C -5.972 -3.402 -0.083
C -6.394 -2.838 -1.300
C -5.640 -2.010 -2.047
C -4.393 -1.692 -1.544
N -3.856 -2.254 -0.476
C -4.609 -3.147 0.241
H 3.110 -3.174 0.209
H 1.102 -1.801 -0.259
H 2.832 -5.327 1.441
H 1.309 -6.921 2.581
H -1.087 -7.503 3.077
H -2.878 -5.921 2.706
H -4.390 -4.682 3.240
H -6.686 -5.161 2.706
H -7.737 -4.411 0.617
H -7.405 -3.050 -1.624
H -5.946 -1.557 -2.985
H -3.734 -0.946 -1.972
O -0.099 1.023 2.534
C -0.825 0.276 1.993
O -0.569 -0.968 1.642
C -2.201 0.728 1.471
O -2.657 1.776 1.471
O -2.910 -0.361 0.993
C 6.542 5.629 3.703
C 5.502 5.093 2.778
C 5.473 5.488 1.449
C 4.552 4.984 0.549
C 4.893 5.233 -0.930
C 3.549 4.088 1.066
Te 2.166 3.189 -0.231
N -1.375 -1.215 -1.341
C -1.151 -2.304 -2.160
O -1.693 -3.313 -1.700
C -0.356 -2.387 -3.403
C -0.098 -3.645 -3.971
C 0.726 -3.729 -5.059
C 1.371 -2.596 -5.570
C 1.164 -1.353 -5.002
C 0.320 -1.250 -3.881
C 0.803 4.621 -0.662
C 0.868 5.934 -0.157
C 0.009 6.876 -0.635
C -0.966 6.496 -1.546
C -1.078 5.194 -2.041
C -0.105 4.252 -1.653
C -0.095 2.940 -2.343
C 3.544 3.716 2.427
C 2.573 2.810 3.153
C 4.517 4.235 3.242
H 6.965 4.807 4.268
H 6.101 6.367 4.340
H 7.333 6.097 3.107
H 6.159 6.223 1.058
H 3.980 5.292 -1.604
H 5.552 4.340 -1.234
H 5.444 6.149 -1.075
H -0.557 -4.568 -3.593
H 0.885 -4.677 -5.562
H 2.065 -2.715 -6.424
H 1.571 -0.386 -5.324
H 0.094 -0.316 -3.370
H 1.598 6.220 0.618
H 0.058 7.888 -0.274
H -1.708 7.186 -1.964
H -1.813 4.924 -2.780
H -1.001 2.905 -2.947
H -0.206 2.107 -1.614
H 0.715 2.811 -3.086
H 1.894 3.486 3.683
H 3.188 2.245 3.891
H 1.931 2.191 2.545
H 4.527 4.045 4.291
```

Properties
Spin multiplicity: 2
Kohn-Sham gap (alpha / beta) in eV: 6.51 / 5.13
Total charge: +2
HOMO (alpha / beta) in eV: -12.74 / -12.74
<S²>: 0.764

---

Copy entry 2 word for word.
DFT (ωB97M-V/def2-TZVPD) results for a structure of composition C43H35CaN6P2.

Geometry as XYZ:
```
87
C43H35CaN6P2, DFT ωB97M-V/def2-TZVPD
Ca -0.409 0.434 -0.509
C -4.214 0.234 -3.255
C -5.176 -0.420 -2.489
C -4.933 -0.656 -1.155
C -3.717 -0.256 -0.596
N -2.776 0.371 -1.337
C -3.045 0.606 -2.632
N -3.512 -0.369 0.772
C -2.423 -0.904 1.201
N -1.516 -1.560 0.419
C -0.314 -1.594 1.052
N 0.725 -1.892 0.336
C 1.979 -1.336 0.488
C 3.110 -2.040 0.902
C 4.330 -1.398 0.868
C 4.409 -0.082 0.414
C 3.246 0.537 0.012
N 2.048 -0.065 0.047
C -0.410 -0.915 2.384
C 0.609 -0.431 3.101
C 0.441 0.559 4.205
C -1.676 1.010 4.451
C -2.419 0.242 3.408
C -1.834 -0.566 2.524
H -4.369 0.450 -4.301
H -6.111 -0.733 -2.935
H -5.656 -1.142 -0.516
H -2.276 1.128 -3.194
H 3.007 -3.064 1.231
H 5.224 -1.918 1.186
H 5.353 0.441 0.361
H 3.260 1.557 -0.356
H 1.622 -0.718 2.846
H 1.402 0.832 4.636
H -2.342 1.623 5.054
H -3.477 0.440 3.279
C 1.895 2.711 2.195
N 0.648 3.279 1.632
P -0.710 2.232 2.016
C -2.113 3.385 2.131
C -1.978 4.721 2.505
C -3.089 5.545 2.560
C -4.347 5.043 2.249
C -4.488 3.720 1.859
C -3.373 2.896 1.788
C -0.460 1.801 3.826
C -0.651 0.151 5.241
C -0.378 0.658 6.622
C -0.076 1.920 6.928
C 0.048 3.033 5.984
C -0.111 3.007 4.658
P 0.617 3.431 -0.124
C -0.582 4.759 -0.438
C -1.826 4.378 -0.937
C -2.810 5.323 -1.183
C -2.547 6.663 -0.945
C -1.305 7.055 -0.462
C -0.326 6.109 -0.209
C 2.209 4.208 -0.529
C 2.747 3.903 -1.778
C 3.922 4.503 -2.208
C 4.577 5.404 -1.383
C 4.055 5.707 -0.131
C 2.876 5.118 0.293
H 1.940 2.936 3.260
H 2.765 3.157 1.723
H 1.967 1.628 2.061
H -0.998 5.131 2.709
H -2.974 6.584 2.841
H -5.213 5.690 2.296
H -5.462 3.328 1.596
H -3.488 1.871 1.450
H -0.879 -0.913 5.254
H -0.437 -0.068 7.423
H 0.097 2.165 7.968
H 0.300 3.990 6.426
H 0.023 3.938 4.124
H -2.040 3.328 -1.115
H -3.777 5.014 -1.557
H -3.310 7.407 -1.140
H -1.098 8.103 -0.287
H 0.639 6.431 0.159
H 2.240 3.194 -2.424
H 4.326 4.264 -3.183
H 5.497 5.869 -1.711
H 4.568 6.407 0.515
H 2.478 5.357 1.272
```

Properties
Kohn-Sham gap in eV: 7.84
Total charge: +1
HOMO in eV: -10.45

---

- Which formula does entry 4 have?
  C43H35N4O5TeW

---

What did the second record say?
DFT (ωB97M-V/def2-TZVPD) results for a structure of composition C43H35CaN6P2.

Geometry as XYZ:
```
87
C43H35CaN6P2, DFT ωB97M-V/def2-TZVPD
Ca -0.409 0.434 -0.509
C -4.214 0.234 -3.255
C -5.176 -0.420 -2.489
C -4.933 -0.656 -1.155
C -3.717 -0.256 -0.596
N -2.776 0.371 -1.337
C -3.045 0.606 -2.632
N -3.512 -0.369 0.772
C -2.423 -0.904 1.201
N -1.516 -1.560 0.419
C -0.314 -1.594 1.052
N 0.725 -1.892 0.336
C 1.979 -1.336 0.488
C 3.110 -2.040 0.902
C 4.330 -1.398 0.868
C 4.409 -0.082 0.414
C 3.246 0.537 0.012
N 2.048 -0.065 0.047
C -0.410 -0.915 2.384
C 0.609 -0.431 3.101
C 0.441 0.559 4.205
C -1.676 1.010 4.451
C -2.419 0.242 3.408
C -1.834 -0.566 2.524
H -4.369 0.450 -4.301
H -6.111 -0.733 -2.935
H -5.656 -1.142 -0.516
H -2.276 1.128 -3.194
H 3.007 -3.064 1.231
H 5.224 -1.918 1.186
H 5.353 0.441 0.361
H 3.260 1.557 -0.356
H 1.622 -0.718 2.846
H 1.402 0.832 4.636
H -2.342 1.623 5.054
H -3.477 0.440 3.279
C 1.895 2.711 2.195
N 0.648 3.279 1.632
P -0.710 2.232 2.016
C -2.113 3.385 2.131
C -1.978 4.721 2.505
C -3.089 5.545 2.560
C -4.347 5.043 2.249
C -4.488 3.720 1.859
C -3.373 2.896 1.788
C -0.460 1.801 3.826
C -0.651 0.151 5.241
C -0.378 0.658 6.622
C -0.076 1.920 6.928
C 0.048 3.033 5.984
C -0.111 3.007 4.658
P 0.617 3.431 -0.124
C -0.582 4.759 -0.438
C -1.826 4.378 -0.937
C -2.810 5.323 -1.183
C -2.547 6.663 -0.945
C -1.305 7.055 -0.462
C -0.326 6.109 -0.209
C 2.209 4.208 -0.529
C 2.747 3.903 -1.778
C 3.922 4.503 -2.208
C 4.577 5.404 -1.383
C 4.055 5.707 -0.131
C 2.876 5.118 0.293
H 1.940 2.936 3.260
H 2.765 3.157 1.723
H 1.967 1.628 2.061
H -0.998 5.131 2.709
H -2.974 6.584 2.841
H -5.213 5.690 2.296
H -5.462 3.328 1.596
H -3.488 1.871 1.450
H -0.879 -0.913 5.254
H -0.437 -0.068 7.423
H 0.097 2.165 7.968
H 0.300 3.990 6.426
H 0.023 3.938 4.124
H -2.040 3.328 -1.115
H -3.777 5.014 -1.557
H -3.310 7.407 -1.140
H -1.098 8.103 -0.287
H 0.639 6.431 0.159
H 2.240 3.194 -2.424
H 4.326 4.264 -3.183
H 5.497 5.869 -1.711
H 4.568 6.407 0.515
H 2.478 5.357 1.272
```

Properties
Kohn-Sham gap in eV: 7.84
Total charge: +1
HOMO in eV: -10.45

---

- What is the formula in the fourth record?
  C43H35N4O5TeW